Record 1
{
  "formula": "C3H9N2",
  "method": "wB97M-V/def2-TZVPD",
  "symbols": ["N", "N", "C", "C", "C", "H", "H", "H", "H", "H", "H", "H", "H", "H"],
  "coordinates": [[-0.8758, 0.0224, 0.0546], [1.7348, -0.1231, -0.4687], [-1.1733, -1.0359, 0.6983], [2.6990, -0.0873, 0.3679], [-1.8506, 0.8530, -0.5035], [3.7620, 0.0888, 0.2082], [-0.3577, -1.5574, 1.1506], [0.2747, 0.0150, -0.1908], [-1.5230, 1.3978, -1.3185], [2.5070, -0.2246, 1.4621], [-2.1919, -1.2989, 0.8341], [1.9703, -0.0743, -1.4810], [-2.7239, 0.4428, -0.9797], [-2.2515, 1.5817, 0.1666]],
  "forces_ev_per_angstrom": [[1.519, -2.358, 0.344], [0.676, -0.082, -0.200], [0.452, 1.310, -0.146], [-0.574, -0.039, 0.964], [-1.972, 1.190, -0.652], [-0.121, -0.176, -0.844], [0.240, -0.693, 0.062], [-0.626, 0.561, 0.291], [1.594, 1.262, -1.451], [-0.329, 0.240, -0.978], [-0.790, -0.404, 0.290], [0.227, 0.204, 0.977], [-0.385, -1.423, 0.407], [0.088, 0.410, 0.936]],
  "nbo_charge": [-0.407, -0.670, 0.105, 0.069, -0.476, 0.203, 0.210, 0.449, 0.237, 0.184, 0.211, 0.396, 0.242, 0.247],
  "lumo_energy_ev": -4.3,
  "homo_ev": -15.411,
  "homo_lumo_gap_ev": 11.152,
  "charge": 1
}

Record 2
{
  "formula": "C3H9N2",
  "method": "wB97M-V/def2-TZVPD",
  "symbols": ["N", "N", "C", "C", "C", "H", "H", "H", "H", "H", "H", "H", "H", "H"],
  "coordinates": [[-1.4695, -0.5817, -0.6155], [-0.9780, -0.9031, 1.6742], [-0.7013, -0.5425, 0.4503], [1.0182, 0.2222, 0.0994], [1.1716, 1.1726, -1.0562], [-2.3668, -1.0810, -0.6310], [-1.0878, -0.3877, -1.5339], [-1.9407, -0.9736, 1.9596], [-0.1810, -0.9846, 2.2398], [1.0379, 2.1830, -0.7988], [1.3367, 0.8009, 1.0624], [1.5529, -0.6817, 0.2194], [0.4287, 0.8425, -1.7676], [2.1791, 0.9147, -1.3020]],
  "forces_ev_per_angstrom": [[-0.749, -0.739, 0.596], [-0.944, 0.409, -1.904], [3.684, 2.492, -2.104], [-2.835, 0.538, 4.521], [-0.771, -2.728, 0.435], [0.451, 0.374, 0.132], [0.026, 0.210, 0.328], [0.044, -0.555, 0.595], [0.530, 0.050, 1.558], [-0.161, 1.110, 0.350], [-1.192, -1.113, -1.261], [0.887, -0.915, -0.988], [0.384, 0.389, -1.065], [0.645, 0.478, -1.192]],
  "nbo_charge": [-0.739, -0.740, 0.565, -0.341, -0.623, 0.425, 0.432, 0.432, 0.436, 0.242, 0.234, 0.223, 0.196, 0.256],
  "lumo_energy_ev": -3.3,
  "homo_ev": -15.633,
  "homo_lumo_gap_ev": 12.340,
  "charge": 1
}

Record 3
{
  "formula": "C3H9N2",
  "method": "wB97M-V/def2-TZVPD",
  "symbols": ["N", "N", "C", "C", "C", "H", "H", "H", "H", "H", "H", "H", "H", "H"],
  "coordinates": [[0.8611, -1.4119, 0.8848], [-1.7760, -0.2172, -0.4713], [1.2651, 0.9151, 0.0599], [0.7708, -0.4301, -0.1665], [-0.8423, 0.8771, -0.0473], [2.1351, 1.1279, 0.7904], [-2.7355, -0.2238, -0.0994], [-1.7676, -0.2057, -1.4740], [1.7735, -1.8053, 1.1911], [-0.8912, 1.8380, -0.5435], [0.2885, -2.1831, 0.6944], [1.3671, 1.4617, -0.8290], [-0.9048, 1.0012, 1.1229], [0.4561, -0.7438, -1.1125]],
  "forces_ev_per_angstrom": [[0.613, 1.970, -1.769], [2.068, 1.712, 0.206], [0.875, -3.962, -0.690], [3.115, 0.891, 4.115], [-2.308, -1.106, 4.448], [-2.534, -0.134, -0.106], [0.908, 0.426, 0.183], [-0.550, -0.247, -0.440], [-0.602, 1.342, -0.233], [0.409, -0.232, -0.515], [-1.101, -1.248, -0.421], [-0.056, 0.896, -1.093], [-0.165, -0.080, -2.477], [-0.672, -0.227, -1.209]],
  "nbo_charge": [-0.804, -0.841, -0.279, 0.157, -0.100, 0.287, 0.431, 0.377, 0.433, 0.232, 0.396, 0.228, 0.250, 0.232],
  "lumo_energy_ev": -5.0,
  "homo_ev": -14.530,
  "homo_lumo_gap_ev": 9.535,
  "charge": 1
}

Record 4
{
  "formula": "C3H9N2",
  "method": "wB97M-V/def2-TZVPD",
  "symbols": ["N", "N", "C", "C", "C", "H", "H", "H", "H", "H", "H", "H", "H", "H"],
  "coordinates": [[2.0481, -1.5716, -0.2386], [-2.3737, 0.7366, 0.5561], [-1.0414, 1.3802, 0.6643], [1.8523, -0.3419, -0.5782], [0.6159, 0.2490, -0.7658], [-2.4609, -0.2085, 0.9113], [2.8018, 0.1595, -0.6885], [0.6190, 1.0948, -1.3120], [1.2737, -2.1059, -0.0029], [2.9691, -1.9528, -0.1761], [-0.5195, 0.9870, 1.6263], [-2.7017, 0.8292, -0.3909], [-0.1121, -0.5134, -0.8287], [-2.9704, 1.2577, 1.2240]],
  "forces_ev_per_angstrom": [[0.974, -0.641, 0.225], [0.207, -0.611, 1.261], [2.667, 0.479, 0.948], [0.326, 1.854, 0.170], [0.364, -2.024, 2.161], [-0.053, -0.764, -0.282], [-0.117, 0.692, -0.381], [-0.437, 2.592, -1.700], [-1.259, -1.555, 0.403], [0.190, -0.259, 0.163], [-1.137, 0.274, -1.354], [-0.543, 0.071, -0.372], [-1.266, -0.428, -0.635], [0.085, 0.320, -0.607]],
  "nbo_charge": [-0.687, -0.787, -0.042, 0.178, -0.599, 0.419, 0.214, 0.243, 0.391, 0.421, 0.144, 0.448, 0.189, 0.466],
  "lumo_energy_ev": [-4.9, -4.9],
  "homo_ev": [-12.297, -12.302],
  "homo_lumo_gap_ev": [7.408, 7.361],
  "charge": 1
}

Record 5
{
  "formula": "C3H9N2",
  "method": "wB97M-V/def2-TZVPD",
  "symbols": ["N", "N", "C", "C", "C", "H", "H", "H", "H", "H", "H", "H", "H", "H"],
  "coordinates": [[2.0753, -0.2061, 0.0020], [-0.0940, 0.7397, -0.4484], [-1.2754, 0.5701, 0.4729], [-1.8994, -0.5714, 0.7294], [0.8039, -0.4652, -0.5867], [-1.5280, 1.5321, 0.9163], [2.3421, -0.8484, 0.7265], [-1.8621, -1.4122, 0.0371], [-0.5421, 1.1988, -1.2453], [0.7663, -0.9348, -1.5662], [-2.5824, -0.6504, 1.5720], [2.8168, 0.0128, -0.6464], [0.4725, 1.4219, 0.0809], [0.3087, -1.1993, 0.0375]],
  "forces_ev_per_angstrom": [[-0.493, 0.664, -0.746], [-1.415, 0.730, 1.054], [-0.159, -0.181, 0.765], [-0.051, 0.450, -0.718], [0.215, -1.620, 0.740], [0.209, -0.365, 0.300], [0.102, -0.055, 0.004], [0.509, -0.174, 0.557], [0.917, -0.186, -0.642], [0.145, 0.799, -0.474], [-0.158, 0.270, -0.427], [0.086, -0.161, 0.123], [0.104, -0.069, -0.655], [-0.010, -0.102, 0.118]],
  "nbo_charge": [-0.846, -0.554, -0.068, -0.350, -0.075, 0.234, 0.409, 0.228, 0.453, 0.228, 0.259, 0.399, 0.462, 0.223],
  "lumo_energy_ev": -3.3,
  "homo_ev": -14.871,
  "homo_lumo_gap_ev": 11.604,
  "charge": 1,
  "smiles": "C=C[NH2+]CN"
}

Record 6
{
  "formula": "C3H9N2",
  "method": "wB97M-V/def2-TZVPD",
  "symbols": ["N", "N", "C", "C", "C", "H", "H", "H", "H", "H", "H", "H", "H", "H"],
  "coordinates": [[1.1799, -2.1891, 0.8936], [-0.9039, 1.3701, -0.5674], [0.0086, -1.6266, 0.9318], [-0.4420, 1.6146, -1.7696], [-0.0218, 1.0660, 0.4798], [-0.4045, 1.0284, 1.4725], [0.9191, 1.2815, 0.1252], [1.6314, -2.5567, 0.0303], [1.6762, -1.9824, 1.7429], [0.5877, 1.8510, -2.0408], [-0.5433, -1.7594, 0.0161], [-1.1628, 1.7977, -2.5549], [-0.5809, -1.2189, 1.7680], [-1.9437, 1.3238, -0.5275]],
  "forces_ev_per_angstrom": [[-0.061, 0.792, 0.854], [1.125, -0.515, -0.598], [-1.294, 0.548, -2.052], [-1.219, 0.903, -0.617], [-3.171, -1.339, -0.635], [0.056, 0.628, 0.380], [2.274, 0.362, 0.283], [-0.579, 0.501, 1.198], [1.187, -0.721, -0.082], [-0.127, -0.473, 0.745], [-0.444, 0.133, -0.053], [-0.097, -0.122, 0.108], [1.181, -0.630, -0.032], [1.170, -0.067, 0.501]],
  "nbo_charge": [-0.665, -0.393, 0.051, -0.137, -0.450, 0.211, 0.197, 0.450, 0.423, 0.213, 0.207, 0.205, 0.248, 0.440],
  "lumo_energy_ev": [-4.5, -4.5],
  "homo_ev": [-11.211, -11.206],
  "homo_lumo_gap_ev": [6.683, 6.674],
  "charge": 1
}

Record 7
{
  "formula": "C3H9N2",
  "method": "wB97M-V/def2-TZVPD",
  "symbols": ["N", "N", "C", "C", "C", "H", "H", "H", "H", "H", "H", "H", "H", "H"],
  "coordinates": [[0.4984, 0.8965, -2.4291], [-0.0430, -0.0646, -0.3824], [0.2267, -0.2940, 0.9806], [0.7180, 0.7455, -1.1832], [-0.9371, -0.7635, 1.7985], [-0.2211, 0.3988, -2.9587], [0.7894, 0.5364, 1.4472], [-0.5945, -1.1283, 2.7655], [1.5016, 1.3143, -0.6964], [1.0326, -1.1060, 1.0174], [-1.6506, 0.0497, 2.0011], [-0.8150, -0.6187, -0.7690], [-1.5196, -1.5782, 1.3576], [1.0142, 1.6119, -2.9491]],
  "forces_ev_per_angstrom": [[-0.251, 0.187, -0.559], [0.317, -0.480, 0.170], [-0.271, 0.573, 0.281], [-0.127, 0.141, 0.635], [-0.488, -0.614, 0.431], [-0.028, -0.003, 0.020], [0.113, 0.002, -0.285], [0.150, 0.062, -0.017], [0.123, 0.057, 0.008], [-0.005, -0.110, -0.067], [0.220, 0.190, -0.185], [-0.021, 0.143, -0.187], [0.112, 0.007, -0.176], [0.157, -0.155, -0.068]],
  "nbo_charge": [-0.514, -0.270, -0.261, 0.389, -0.651, 0.471, 0.319, 0.298, 0.280, 0.409, 0.304, 0.466, 0.271, 0.490],
  "lumo_energy_ev": [-10.0, -14.7],
  "homo_ev": [-21.733, -21.878],
  "spin_multiplicity": 2,
  "homo_lumo_gap_ev": [11.695, 7.141],
  "charge": 2,
  "s_squared": 0.762
}

Record 8
{
  "formula": "C3H9N2O",
  "method": "wB97M-V/def2-TZVPD",
  "symbols": ["O", "N", "N", "C", "C", "C", "H", "H", "H", "H", "H", "H", "H", "H", "H"],
  "coordinates": [[-2.4246, -1.3544, 0.7468], [1.9838, 1.2437, -0.7804], [-0.6251, 0.1842, 0.2504], [-2.0226, -0.2289, -0.0575], [0.3659, -0.8089, -0.1805], [1.6314, -0.0363, -0.3521], [0.2510, 1.7688, 1.7037], [0.0122, -1.3048, -1.1489], [-0.2143, 1.0772, -0.0950], [-1.9461, -0.5604, -1.1310], [-2.6106, 0.6540, 0.1646], [0.7754, 1.3832, 2.0217], [0.4992, -1.7413, 0.3812], [2.4897, -0.5594, 0.1062], [1.8348, 0.2834, -1.6294]],
  "forces_ev_per_angstrom": [[0.541, 1.948, -1.676], [-2.425, -4.111, -0.069], [-0.005, -1.288, -0.059], [2.452, -0.819, 1.000], [-1.946, 0.142, -1.568], [3.702, 2.063, -0.110], [-0.199, 0.445, 0.080], [0.559, 0.791, 0.302], [-1.462, -0.563, 0.052], [-1.211, -0.024, 0.644], [-0.782, -0.138, -0.363], [0.546, -0.048, 0.480], [0.090, 0.756, 0.861], [-0.073, -0.306, -0.139], [0.211, 1.152, 0.565]],
  "mulliken_spin": [0.936, 0.000, 0.004, -0.031, 0.007, 0.000, 0.000, -0.001, 0.000, 0.059, 0.029, 0.000, -0.003, 0.000, 0.000],
  "lumo_energy_ev": [0.2, -1.8],
  "homo_ev": [-8.690, -8.687],
  "spin_multiplicity": 2,
  "homo_lumo_gap_ev": [8.865, 6.874],
  "charge": 0,
  "s_squared": 0.754
}

Summary of energy relative to the best compared isomer or geometry (same formula, charge and spin) in eV
2.169; 1.556; 4.481; 5.852; 1.924; 4.098; 1.645; 6.887
(order as listed above)
Summary of calculated total energy in a.u.
-228.90709; -228.92961; -228.82212; -228.77176; -228.91609; -228.83621; -228.43322; -304.14662
(order as listed above)